[1]
{"formula": "C3H13BeN2O", "method": "wB97M-V/def2-TZVPD", "charge": -1, "e_above_lowest_ev": 0.000, "mol_weight_da": 102.16, "e_homo_ev": [-0.5252, 0.1845], "symbols": ["O", "N", "N", "C", "C", "C", "Be", "H", "H", "H", "H", "H", "H", "H", "H", "H", "H", "H", "H", "H"], "coordinates": [[0.96868, 0.24491, 0.20982], [1.63865, 0.88691, 2.20030], [1.26722, 0.55989, -2.26753], [0.68046, 0.35483, 1.45738], [-0.76949, -1.47418, -1.44133], [-0.61108, -0.01514, 2.06848], [0.39931, -0.29548, -1.09228], [-1.06358, -1.12035, -2.43773], [1.18922, 1.55991, -2.05978], [2.24588, 0.28681, -2.13921], [-0.82424, -1.08974, 1.97860], [-1.68317, -1.66466, -0.86134], [-3.22922, 0.76569, -0.13839], [-1.46537, 0.52167, 1.63284], [-0.59384, 0.24875, 3.12963], [1.50821, 0.95815, 3.19149], [-0.26118, -2.44550, -1.50115], [1.07313, 0.45111, -3.28076], [2.49916, 1.17828, 1.75770], [-2.96875, 0.08814, -0.40677]], "forces_ev_per_a": [[0.08, -0.13, -2.38], [2.59, 1.56, 2.26], [-0.19, -0.15, -1.00], [-2.67, -1.47, 0.06], [-0.38, -0.19, -0.09], [0.28, 0.14, -0.04], [0.19, 0.44, 1.13], [-0.22, -0.59, -0.18], [0.20, 0.03, -0.01], [0.27, 0.21, -0.04], [-0.17, -0.10, 0.03], [0.23, 0.26, 0.04], [0.28, -0.90, -0.37], [-0.14, 0.02, -0.16], [-0.06, -0.14, 0.04], [0.37, 0.14, -0.10], [-0.06, 0.01, -0.38], [0.06, 0.00, 0.56], [-0.31, -0.07, 0.29], [-0.35, 0.93, 0.34]]}



[2]
{"formula": "C5H15NP", "method": "wB97M-V/def2-TZVPD", "charge": 1, "e_above_lowest_ev": 2.411, "spin_multiplicity": 3, "mol_weight_da": 120.16, "e_homo_ev": [-9.0507, -13.7677], "symbols": ["P", "N", "C", "C", "C", "C", "C", "H", "H", "H", "H", "H", "H", "H", "H", "H", "H", "H", "H", "H", "H", "H"], "coordinates": [[2.56968, -0.91627, -0.33839], [-1.44572, -1.24097, 0.87650], [1.85667, 1.48968, 0.55070], [-2.44941, -1.83140, -0.06077], [1.32319, 0.39163, -0.31788], [-0.86504, -0.01746, 0.75597], [-1.55964, 0.97134, -0.15703], [-2.44489, -2.86889, -0.01033], [1.87052, 2.51097, 0.02881], [-1.73044, 0.54158, -1.23234], [-2.19754, -1.48769, -1.18282], [-0.40820, 0.25726, 1.71703], [1.00418, 0.77118, -1.33099], [-3.35771, -1.23725, 0.16419], [-0.97631, 1.85429, -0.29724], [-1.42776, -1.60484, 1.83298], [2.89344, -1.08150, 0.95077], [1.21286, 1.62739, 1.45252], [-2.50263, 1.11818, 0.22289], [3.93081, -1.05495, -0.75523], [2.98503, 1.35746, 0.70736], [2.29912, -2.19849, -0.87946]], "forces_ev_per_a": [[0.37, -1.06, -1.46], [0.03, -1.69, 0.04], [0.91, 1.93, -0.11], [1.15, 4.67, -1.72], [1.68, 0.61, -2.20], [-0.54, 0.67, 0.04], [1.96, -2.13, -2.28], [-0.45, -1.66, 0.35], [-0.50, -1.48, 0.45], [0.48, 0.65, 1.86], [-0.27, -1.02, 2.55], [-0.27, 0.39, -0.57], [-0.34, -1.07, 1.17], [-0.21, -1.25, -0.24], [0.04, 0.84, 0.15], [-0.15, -0.23, -0.78], [-0.13, -0.32, 1.60], [1.01, -0.20, -0.31], [-2.37, 1.03, 0.80], [0.10, 0.83, -0.37], [-1.67, -0.01, 0.70], [-0.83, 0.52, 0.32]]}



[3]
{"formula": "C24H47HoN2O6PSi", "method": "wB97M-V/def2-TZVPD", "charge": 2, "spin_multiplicity": 6, "mol_weight_da": 683.64, "e_homo_ev": [-14.0422, -14.0435], "symbols": ["Ho", "P", "Si", "O", "O", "O", "O", "O", "O", "N", "N", "C", "C", "C", "C", "C", "C", "C", "C", "C", "C", "C", "C", "C", "C", "C", "C", "C", "C", "C", "C", "C", "C", "C", "C", "H", "H", "H", "H", "H", "H", "H", "H", "H", "H", "H", "H", "H", "H", "H", "H", "H", "H", "H", "H", "H", "H", "H", "H", "H", "H", "H", "H", "H", "H", "H", "H", "H", "H", "H", "H", "H", "H", "H", "H", "H", "H", "H", "H", "H", "H", "H"], "coordinates": [[0.50815, -0.80525, -1.96948], [1.01952, -3.47790, -2.45555], [-0.93786, 0.63767, 1.28798], [-2.38172, -0.00560, 1.58625], [0.63766, -1.83019, 1.18016], [-0.74280, -0.18803, -0.21653], [-1.19157, 2.20525, 1.06439], [0.34882, 0.47784, 2.30392], [-1.64282, -1.14070, -2.57707], [0.63397, -1.01624, -4.25283], [0.57209, 1.30978, -2.49389], [-4.43664, -0.20566, 2.74835], [2.26386, 1.15474, 3.60785], [1.00150, -0.71814, -6.91071], [0.47595, 0.21793, -4.80679], [2.43688, -0.98110, 2.50730], [1.99830, 1.69596, -2.45282], [0.64083, 0.41328, -6.15945], [-0.05233, 1.33194, -3.85724], [-1.08422, 4.57375, 0.95877], [-2.94802, -0.50025, 2.79994], [2.51191, -4.10358, -1.59551], [1.20206, -1.98068, -6.33970], [-0.35432, -4.60252, -1.96356], [1.01591, 3.32368, 1.30136], [-0.47192, 3.35585, 1.62824], [-0.70752, 3.39657, 3.13087], [1.20196, -3.36312, -4.21789], [-2.36590, 0.20125, 4.00766], [0.88238, -0.76169, 4.35854], [-2.67150, -2.00565, 2.82155], [-0.22850, 2.02716, -1.49236], [1.04057, -2.13647, -4.94724], [1.44609, -0.03411, 3.15991], [0.93522, -1.56321, 0.08705], [2.34714, -4.07292, -0.49553], [0.31245, 1.87398, -0.54500], [-1.27771, 0.14409, 4.02624], [1.46878, -4.27769, -4.76067], [2.66108, -5.13642, -1.96208], [-1.14387, 1.20307, -3.68957], [1.47199, 2.37525, 1.59674], [-0.45870, -4.59418, -0.85282], [2.12436, -2.02356, 2.42032], [-0.19790, 4.27062, 3.56959], [-1.73402, -1.59436, -3.44977], [3.36898, -3.44920, -1.85765], [-4.60670, 0.87636, 2.72787], [2.88202, -0.58699, 1.59161], [-2.66539, 1.25797, 4.02336], [1.64453, 1.93865, 4.06138], [-2.15743, 4.63006, 1.15915], [1.12414, -0.59958, -7.98095], [-3.09497, -2.47862, 3.71836], [-3.11599, -2.47340, 1.93451], [0.46608, 1.43348, -6.57320], [0.13986, 2.34023, -4.25312], [-1.59484, -2.20511, 2.78858], [1.46422, -2.87048, -6.93800], [0.36371, -0.07497, 5.03915], [2.97765, 0.80780, 4.37521], [-0.06626, -5.60371, -2.34233], [2.56518, 1.12981, -3.20828], [-0.60495, 5.48192, 1.34973], [1.72954, -1.19720, 4.91986], [-0.28238, 3.11064, -1.69393], [-0.33115, 2.49249, 3.62326], [0.22242, -1.58880, 4.06512], [1.51446, 4.13522, 1.86490], [3.29096, -1.03593, 3.20886], [-0.93990, 4.53865, -0.12539], [-4.93440, -0.60884, 3.64400], [2.84047, 1.58332, 2.77719], [-2.75181, -0.25981, 4.93123], [1.19674, 3.51450, 0.23422], [-2.03932, -1.76211, -1.92078], [2.43747, 1.48616, -1.45383], [-1.77885, 3.48426, 3.34937], [-1.29909, -4.24931, -2.43454], [2.05674, 2.78043, -2.65870], [-1.24230, 1.59226, -1.50063], [-4.90899, -0.64058, 1.86551]], "forces_ev_per_a": [[-1.63, 0.26, 1.73], [-0.45, 0.97, 1.56], [0.29, -1.82, -0.86], [-0.12, -0.21, 0.79], [0.86, -0.65, -4.95], [1.87, 0.17, -0.16], [0.69, 1.18, 0.18], [0.18, -0.49, -0.39], [-0.71, -1.70, -0.71], [0.42, 0.67, -0.45], [0.22, 0.80, -1.39], [-0.39, -0.06, 0.20], [0.28, 0.54, 0.52], [0.03, -0.02, -0.22], [-0.52, -0.69, 1.03], [1.55, -0.39, 0.76], [-0.19, 0.37, -0.28], [0.10, 0.26, -0.43], [0.55, 0.26, 0.21], [-0.14, 0.27, 0.15], [-0.37, -0.27, 0.06], [0.07, -0.37, -0.69], [0.07, -0.27, -0.15], [0.24, -0.21, -0.55], [0.43, 0.23, 0.13], [-0.41, -0.04, -0.24], [-0.02, 0.14, 0.33], [0.34, -0.78, -1.05], [-0.03, 0.17, 0.60], [0.04, -0.21, 0.65], [-0.18, -0.11, 0.10], [0.09, 0.71, -0.21], [-0.50, 0.83, 0.02], [-0.47, 0.09, -0.13], [-1.49, -1.44, 6.93], [0.00, -0.11, -0.80], [-0.77, 0.29, -0.68], [-0.35, 0.01, 0.00], [-0.05, 0.49, -0.18], [0.40, 0.41, 0.52], [0.61, 0.12, -0.29], [-0.12, 0.31, -0.17], [0.17, -0.05, -0.85], [0.24, 0.47, 0.04], [-0.19, -0.31, -0.15], [-0.16, 0.49, 0.72], [-0.39, -0.56, 0.17], [0.06, -0.17, -0.02], [-0.23, -0.10, -0.25], [0.08, -0.23, -0.06], [0.16, -0.19, -0.17], [0.13, -0.01, 0.00], [0.01, -0.11, 0.03], [0.13, 0.10, -0.24], [-0.01, 0.08, 0.17], [0.29, -1.13, 0.06], [-0.28, -0.35, -0.41], [-0.09, 0.08, 0.11], [-0.11, 0.76, 0.21], [0.07, -0.27, -0.16], [-0.26, 0.23, -0.32], [-0.62, 0.31, 0.42], [-0.08, 0.28, 0.09], [-0.16, -0.18, -0.16], [-0.40, 0.18, -0.20], [0.13, -0.26, -0.17], [-0.10, 0.25, -0.15], [0.08, 0.28, 0.09], [-0.17, -0.40, -0.28], [-0.34, 0.20, -0.22], [0.01, 0.04, 0.14], [0.14, 0.11, -0.29], [-0.10, -0.09, 0.28], [0.15, 0.14, -0.29], [-0.01, 0.03, 0.30], [-0.12, 0.90, -0.24], [-0.36, 0.20, -0.39], [0.21, 0.00, -0.10], [0.61, -0.46, 0.31], [0.42, -0.41, 0.12], [0.60, 0.45, 0.38], [0.08, -0.04, 0.02]]}



[4]
{"formula": "H28O14Xe", "method": "wB97M-V/def2-TZVPD", "e_above_lowest_ev": 0.376, "mol_weight_da": 383.50, "e_homo_ev": -9.5589, "symbols": ["Xe", "O", "O", "O", "O", "O", "O", "O", "O", "O", "O", "O", "O", "O", "O", "H", "H", "H", "H", "H", "H", "H", "H", "H", "H", "H", "H", "H", "H", "H", "H", "H", "H", "H", "H", "H", "H", "H", "H", "H", "H", "H", "H"], "coordinates": [[-8.75317, -2.31575, -3.18549], [-9.35524, -5.20227, -5.76779], [-4.77710, -2.53910, -2.92727], [-11.64792, -4.37293, -4.69804], [-11.06995, 0.30681, -1.28566], [-7.39889, 0.80015, -4.44068], [-11.76948, -1.24869, -5.58191], [-7.48182, -0.35549, 0.72887], [-6.90796, -3.51267, -6.15281], [-9.02518, -0.51178, -6.22471], [-12.12890, -4.37157, -2.01497], [-5.85714, -5.58196, -4.11036], [-5.82727, -2.43104, -0.48635], [-8.55876, 1.14116, -1.80870], [-9.94286, -1.67820, 0.47081], [-5.88282, -4.89813, -4.77965], [-7.76175, -0.02781, -0.12582], [-12.28097, -4.54649, -5.39472], [-8.23368, 0.71134, -2.59978], [-9.72781, -2.59524, 0.64118], [-10.90664, -0.50418, -0.80414], [-7.31015, 1.57341, -4.99784], [-7.20766, 0.42667, 1.20772], [-13.06078, -4.46994, -1.81963], [-6.83149, -3.99223, -6.97767], [-8.76351, 2.03370, -2.08740], [-7.80155, -3.68573, -5.85654], [-9.16486, -1.19390, 0.74722], [-10.81136, -4.67267, -5.05380], [-6.09580, -5.13306, -3.29934], [-4.35796, -3.38061, -2.74727], [-10.19842, 0.66265, -1.45899], [-8.88809, -5.99482, -5.50344], [-12.10155, -4.13785, -2.94280], [-7.93939, 0.19726, -4.95118], [-5.08435, -2.23637, -2.07276], [-9.97896, -0.48026, -6.29914], [-12.52874, -1.22751, -6.16442], [-11.50687, -2.16898, -5.56331], [-8.73514, -0.93352, -7.03356], [-9.44645, -5.28287, -6.71722], [-5.14599, -2.73550, 0.11314], [-6.37441, -1.85328, 0.04568]], "forces_ev_per_a": [[-0.02, -0.10, 0.10], [0.14, 0.20, -0.23], [0.33, -0.04, -0.88], [-0.77, 0.69, -0.20], [-0.91, 0.23, -0.11], [0.35, 0.29, 0.75], [0.20, 0.43, -0.30], [0.17, -0.42, 0.27], [0.43, 0.18, -0.07], [0.31, 0.00, -0.27], [-0.02, -0.08, 0.66], [0.03, -0.61, 0.06], [0.09, -0.34, 0.07], [0.22, 0.06, 0.82], [-0.41, -0.19, -0.06], [-0.08, 0.54, -0.27], [-0.20, 0.47, -0.73], [-0.33, -0.13, -0.04], [0.39, -0.10, -0.81], [-0.10, -0.28, -0.09], [0.03, -0.39, 0.26], [0.03, 0.16, -0.08], [0.09, 0.18, 0.19], [-0.16, 0.01, 0.17], [0.11, -0.11, -0.26], [0.07, 0.28, -0.06], [-0.40, -0.10, 0.30], [0.37, 0.28, 0.28], [0.74, -0.34, 0.00], [-0.09, 0.23, 0.19], [0.14, -0.19, -0.04], [0.34, -0.04, -0.09], [0.28, -0.29, 0.38], [0.20, 0.00, -0.46], [-0.38, -0.41, -0.52], [-0.34, 0.11, 0.44], [-0.73, -0.02, 0.37], [-0.29, 0.10, -0.09], [0.11, -0.53, 0.40], [0.32, -0.10, -0.12], [-0.07, -0.04, -0.36], [0.20, -0.12, 0.16], [-0.39, 0.55, 0.29]]}



[5]
{"formula": "C28H33N3Se2Ti", "method": "wB97M-V/def2-TZVPD", "charge": 4, "e_above_lowest_ev": 0.109, "mol_weight_da": 617.38, "e_homo_ev": -20.8677, "symbols": ["Se", "Se", "Ti", "N", "N", "N", "C", "C", "C", "C", "C", "C", "C", "C", "C", "C", "C", "C", "C", "C", "C", "C", "C", "C", "C", "C", "C", "C", "C", "C", "C", "C", "C", "C", "H", "H", "H", "H", "H", "H", "H", "H", "H", "H", "H", "H", "H", "H", "H", "H", "H", "H", "H", "H", "H", "H", "H", "H", "H", "H", "H", "H", "H", "H", "H", "H", "H"], "coordinates": [[0.61788, -0.45818, 2.95870], [2.21791, -1.10593, -0.00095], [-0.29255, -0.04399, 0.32084], [0.76908, 1.78215, -0.15637], [0.19580, -0.13340, -1.75629], [-0.54233, -2.10651, -0.27712], [-2.89663, -0.67832, 0.32194], [-3.62886, -1.94188, 0.01790], [1.67955, 3.21440, -1.84413], [-2.14369, 0.98003, 1.97031], [0.71821, -0.22757, -4.45816], [1.07024, 2.71981, 0.76146], [-2.09657, 1.41404, 3.39663], [0.73276, 0.93628, -2.37264], [0.98914, 0.92456, -3.73332], [-2.17631, 1.54167, -0.42487], [-1.90166, 1.86845, 0.91828], [-1.05573, -4.39266, 0.19686], [1.69769, 3.90680, 0.44512], [-2.60995, 0.24037, -0.70631], [3.56557, 0.20592, -0.49764], [1.06919, 2.03394, -1.45201], [-0.44093, -2.40281, -1.59813], [-2.54962, -0.32990, 1.63184], [-0.01422, -1.27168, -2.44082], [0.23683, -1.34898, -3.80226], [2.00505, 4.16446, -0.88688], [1.89935, 0.89746, 3.55658], [-0.68455, -3.68348, -2.06400], [-0.84975, -3.08548, 0.59222], [2.98233, -1.60209, 1.73562], [1.90084, -1.92239, 2.73585], [-2.09931, 2.57646, -1.49694], [-0.98833, -4.69268, -1.15809], [3.60151, -2.48070, 1.54467], [3.63080, -0.79289, 2.06407], [-3.56827, -2.66226, 0.83077], [1.31969, -2.80335, 2.46836], [0.07182, -2.26741, -4.34711], [-1.16926, -5.70150, -1.50868], [1.90393, 3.39995, -2.88526], [-3.07488, 1.84896, 3.63357], [-0.62460, -3.91110, -3.11895], [-1.39860, 3.37508, -1.25844], [-1.28513, -5.15091, 0.93391], [0.77950, 2.50729, 1.78242], [2.31185, -2.09211, 3.73334], [2.54891, 1.22990, 2.75526], [-1.94733, 0.58374, 4.08397], [2.48417, 5.09197, -1.17545], [1.92399, 4.62180, 1.22511], [-3.30629, -2.39597, -0.91963], [-2.73827, -1.03863, 2.43235], [-2.84120, -0.03134, -1.73119], [-0.94136, -2.80222, 1.63621], [-3.08879, 3.04165, -1.57510], [3.44182, 0.44607, -1.55074], [0.91115, -0.25889, -5.52333], [-1.36277, 2.20080, 3.57810], [1.32750, 1.71406, 3.98762], [3.49712, 1.08853, 0.13204], [-1.62123, 2.88686, 1.16190], [2.47408, 0.41714, 4.34794], [1.40508, 1.79020, -4.22946], [4.52352, -0.29623, -0.36461], [-4.68652, -1.68411, -0.10350], [-1.87839, 2.14677, -2.47342]], "forces_ev_per_a": [[-0.06, -0.14, -0.31], [0.21, -0.10, 0.10], [0.12, 0.12, 0.20], [-0.10, -0.08, -0.11], [-0.08, 0.00, 0.18], [-0.05, 0.23, 0.01], [-0.04, -0.10, -0.05], [0.07, -0.01, 0.03], [-0.02, -0.02, 0.01], [0.00, -0.26, -0.05], [0.03, 0.01, -0.07], [-0.01, -0.02, 0.09], [0.07, 0.08, 0.01], [0.01, 0.09, -0.09], [0.01, 0.08, 0.06], [-0.05, 0.06, 0.01], [-0.06, 0.16, 0.04], [0.02, 0.05, 0.00], [-0.01, 0.00, -0.01], [0.10, 0.04, -0.09], [-0.04, 0.00, -0.01], [0.05, 0.06, -0.03], [-0.10, -0.04, 0.09], [0.05, 0.00, 0.06], [-0.07, -0.25, -0.11], [-0.08, -0.06, 0.10], [-0.01, -0.02, 0.03], [-0.09, -0.07, 0.04], [0.06, 0.02, 0.02], [0.05, -0.03, -0.01], [-0.01, -0.03, 0.03], [-0.03, 0.02, -0.02], [-0.04, 0.03, 0.01], [0.01, -0.02, 0.02], [0.01, 0.01, 0.02], [-0.01, 0.04, -0.02], [-0.02, 0.00, -0.01], [0.00, -0.01, -0.01], [-0.01, 0.00, 0.00], [0.00, 0.00, 0.00], [0.00, -0.01, 0.00], [0.00, -0.01, 0.00], [0.01, 0.02, -0.01], [0.01, -0.01, 0.00], [0.00, -0.01, 0.00], [0.02, 0.01, -0.02], [0.02, -0.01, -0.02], [0.01, 0.02, -0.05], [0.01, 0.00, 0.01], [0.00, 0.00, 0.00], [0.00, 0.00, 0.00], [-0.02, 0.01, 0.00], [0.02, 0.00, 0.01], [0.02, 0.02, 0.00], [-0.02, -0.02, -0.02], [0.00, -0.01, -0.01], [-0.01, 0.00, 0.03], [0.00, 0.00, 0.00], [-0.01, -0.02, -0.01], [0.00, 0.06, -0.01], [0.04, 0.03, 0.00], [0.09, 0.00, -0.08], [-0.03, -0.01, 0.01], [0.01, 0.00, 0.01], [0.00, 0.01, 0.01], [-0.01, 0.02, -0.01], [0.01, 0.01, 0.00]]}